1.
C38H41N2O7Pd as an isolated structure in a non-equilibrium geometry. Source: OMol25; level of theory: ωB97M-V/def2-TZVPD.

Geometry as XYZ:
```
89
Properties=species:S:1:pos:R:3:forces:R:3:mulliken_spin:R:1
C 0.32109 -1.04891 -5.99312 -0.037 -0.844 -0.748 -0.016
C 0.10235 -1.66492 -4.59181 0.745 -0.056 -0.338 0.004
C -0.07274 0.42910 -5.91410 -0.184 0.212 0.193 0.105
C -0.88494 0.63247 -4.58439 -0.653 -0.718 -0.663 0.105
H -0.69845 0.66871 -6.78003 0.246 0.018 0.190 0.009
H 0.82159 1.06578 -5.97092 -0.296 -0.121 0.245 -0.009
C -1.00268 -0.84683 -3.95066 -0.448 -0.062 -0.011 0.139
H 1.05860 -1.59133 -4.05096 -0.333 0.036 -0.018 0.005
H -0.15920 -2.73190 -4.67478 0.133 0.377 0.125 0.000
C -1.23993 -1.23128 -2.44228 -0.006 0.222 1.163 -0.064
H -1.93437 -1.21379 -4.41907 0.162 0.017 0.105 -0.006
H -1.92156 0.89582 -4.87429 0.395 -0.085 0.151 -0.014
C -0.35266 1.74640 -3.80686 0.101 -0.404 0.688 0.607
C 1.74011 -1.24954 -6.49554 1.428 -0.096 1.653 -0.001
C -0.46357 -1.72228 -7.11876 -1.552 0.870 -0.723 -0.002
O -1.03810 -1.12186 -8.01518 0.553 -0.665 1.030 0.000
O 2.72022 -1.32538 -5.76681 -1.186 0.194 -1.134 0.001
O 1.81285 -1.36421 -7.83314 0.367 0.200 0.352 0.000
O -0.44976 -3.06162 -7.07326 0.026 0.195 -0.166 0.000
C -1.04867 -3.63151 -8.24285 -0.025 -0.210 -0.036 0.000
H -0.93161 -4.70469 -8.12722 -0.032 -0.033 -0.057 0.000
H -0.53227 -3.26826 -9.13725 -0.112 -0.120 0.144 0.000
H -2.10556 -3.35551 -8.30878 0.208 -0.074 0.018 0.000
C 3.14207 -1.58563 -8.29902 0.321 -0.111 -0.211 0.000
H 3.82795 -0.82343 -7.91187 -0.199 -0.177 -0.106 0.000
H 3.07873 -1.53783 -9.38431 0.059 -0.025 0.060 0.000
H 3.48984 -2.57327 -7.97248 -0.032 0.237 -0.089 0.000
O -0.52840 -0.61203 -1.41476 -0.023 1.105 -4.720 0.174
H -0.99931 -2.31287 -2.34817 -0.299 -0.009 -0.600 0.000
H -2.32292 -1.14437 -2.23346 -0.034 0.032 -0.328 0.004
C -1.27966 2.57799 -3.01635 -0.160 0.257 0.523 -0.041
C 1.09241 1.77130 -3.50576 0.631 0.114 0.347 -0.001
H 1.62280 2.51373 -4.12465 0.116 -0.119 0.088 0.038
H 1.56947 0.79158 -3.66028 -0.070 0.260 -0.076 0.007
H 1.26781 2.04618 -2.45428 -0.033 -0.014 -0.245 0.021
H -0.81383 2.84068 -2.05723 -0.204 0.057 -0.112 0.023
H -2.21613 2.04442 -2.79216 0.181 0.163 -0.107 0.008
H -1.53305 3.51747 -3.53019 -0.093 -0.012 0.075 0.048
Pd -0.40588 -0.51757 0.51334 0.007 0.843 1.491 1.249
C -2.38139 -0.67681 2.27833 -0.405 -0.927 -0.268 0.244
C -2.57797 -0.68150 0.85060 -0.389 -1.629 -0.229 0.053
C -2.13335 -1.98892 0.37893 -0.798 1.609 0.028 0.156
H -3.08674 0.07665 0.25456 0.075 -0.335 0.232 0.004
C -1.52610 -2.66157 1.47551 -1.012 0.088 1.548 0.253
C -1.74670 -1.88505 2.64265 -0.661 -0.969 -0.168 -0.020
H -1.55026 -2.22305 3.65237 0.247 0.319 -0.324 0.021
H -2.76774 0.08659 2.94690 0.364 -0.128 -0.095 0.045
H -2.35979 -2.42667 -0.58983 0.389 0.295 0.255 0.010
H -1.07339 -3.65170 1.43126 -0.130 0.339 0.040 -0.011
C 2.20789 0.10226 1.08032 0.494 -1.283 -0.236 0.316
C 2.09572 -0.94282 2.03697 0.366 -1.208 -0.600 -0.063
C 1.52636 -2.08512 1.41196 1.669 1.225 0.922 0.233
H 2.48640 -0.92304 3.04498 -0.474 0.174 0.043 0.014
C 1.35999 -1.79241 0.01629 0.763 1.793 -0.411 0.225
C 1.75803 -0.39727 -0.18693 0.268 -1.668 0.472 0.051
H 1.84996 0.09967 -1.14876 -0.277 -0.133 0.373 0.021
H 2.64666 1.07960 1.23708 -0.257 -0.038 0.085 0.004
H 1.33452 -3.04277 1.88209 -0.046 0.236 -0.014 -0.014
H 1.10984 -2.50612 -0.75935 -0.069 0.220 0.095 0.016
O 0.19062 2.78969 1.71799 -0.120 -0.155 0.404 -0.001
C 0.06858 2.08413 2.70826 -0.098 -0.467 0.889 -0.022
N 0.07365 2.55898 4.03801 -0.075 1.010 -1.249 0.005
C 0.04424 1.51073 5.00954 0.364 0.286 0.385 -0.007
C 0.00772 0.29905 4.03239 0.229 -1.528 0.109 0.012
O 0.07045 -0.87405 4.44318 -0.021 1.472 -0.051 0.004
N -0.09248 0.70879 2.75474 0.191 0.591 -0.068 0.054
C 1.28651 1.59457 5.91907 -0.251 -0.235 -0.021 0.001
C 2.15733 0.51614 6.06650 0.291 0.099 0.220 -0.001
C 3.28600 0.62966 6.89195 -0.303 0.235 -0.104 0.000
C 3.53199 1.81541 7.58615 -0.044 -0.033 -0.085 0.000
C 2.64217 2.88908 7.46668 -0.244 -0.168 -0.246 0.000
C 1.51589 2.77597 6.64380 0.417 -0.242 0.102 0.001
C -1.24446 1.52992 5.84070 -0.007 -0.074 0.123 -0.001
C -1.26996 1.14054 7.18640 -0.290 0.113 -0.085 0.001
C -2.45627 1.23759 7.92402 0.064 -0.001 -0.307 0.000
C -3.63199 1.68065 7.31174 0.137 -0.005 -0.169 0.000
C -3.61964 2.01530 5.95180 0.358 -0.111 0.052 0.000
C -2.42594 1.94360 5.22326 -0.408 0.090 0.311 -0.002
H 0.33382 3.52171 4.20226 -0.019 -0.310 0.146 0.000
H 1.93281 -0.42085 5.55507 0.077 0.316 0.096 0.001
H 3.96123 -0.22140 6.97928 -0.111 0.235 0.044 0.000
H 4.41437 1.90758 8.22285 -0.254 -0.034 -0.171 0.000
H 2.81608 3.81806 8.01294 -0.016 -0.279 -0.121 0.000
H 0.80934 3.60763 6.58651 0.176 -0.243 -0.052 0.000
H -0.35961 0.77485 7.66537 -0.276 0.158 -0.151 0.000
H -2.45206 0.96540 8.98055 -0.045 0.053 -0.275 0.000
H -4.55475 1.76303 7.88926 0.253 -0.040 -0.166 0.000
H -4.53042 2.34020 5.44621 0.206 -0.078 0.206 0.000
H -2.40980 2.23731 4.17121 0.036 -0.091 0.329 0.002
```
Positions in Å, forces in eV/Å.

Results
<S²> ... 6.036
2S+1 ... 5
Gap between HOMO and LUMO (alpha / beta) ... 5.87 / 5.78 eV
E_tot ... -2236.54249 a.u.
Charge ... -1
HOMO (alpha / beta) ... -3.6 / -4.2 eV
LUMO (alpha / beta) ... 2.246 / 1.586 eV

2.
C38H42AlBrI2N7 as an isolated structure in a non-equilibrium geometry. Source: OMol25; level of theory: ωB97M-V/def2-TZVPD.

Geometry as XYZ:
```
91
Properties=species:S:1:pos:R:3:forces:R:3:mulliken_charge:R:1
Br 1.46762 6.30587 -0.73491 -0.127 -0.693 0.994 -0.261
C 1.19399 5.06437 0.80876 -0.941 -2.044 2.019 -0.621
C 0.78162 3.51630 0.36557 0.327 -0.099 0.610 -0.191
C 0.77343 2.65282 1.79778 -1.340 1.705 -0.434 -0.421
Al 2.69520 2.01359 2.13002 -0.849 0.061 -0.303 0.114
I 3.29705 2.62798 4.59220 0.019 -0.112 0.018 -0.328
I 4.48713 3.24111 0.62501 -0.150 -0.129 0.225 -0.378
H 0.29641 5.43460 1.50321 1.905 -0.425 -1.862 0.366
H 2.13509 5.02125 1.53142 -1.752 0.301 -2.009 0.270
H 1.57624 2.99550 -0.31814 -1.532 1.432 1.031 0.125
H -0.25092 3.49950 -0.18469 1.898 0.215 1.026 0.173
H 0.37241 3.43401 2.60646 0.775 -1.725 -1.414 0.308
H -0.01289 1.78190 1.75574 1.530 1.549 -0.060 0.124
H 2.81291 0.46767 1.78637 0.210 -0.082 0.168 -0.210
N 3.03979 6.39730 8.94850 0.637 0.255 -0.665 -0.565
C 3.91389 7.42669 8.98944 -0.611 -0.688 0.014 -0.226
C 4.79990 7.72639 7.96705 -0.043 -0.162 -0.140 -0.252
C 4.79401 6.92029 6.83361 -0.046 -0.036 0.023 -0.391
C 3.90662 5.85136 6.76266 0.232 0.254 -0.069 -0.108
C 3.05610 5.63348 7.83460 -0.107 0.439 0.791 -0.081
H 3.88241 8.02423 9.89588 0.028 0.001 -0.058 0.335
H 5.47838 8.56758 8.05262 -0.057 -0.053 0.021 0.343
H 5.47500 7.12338 6.01224 -0.089 -0.045 0.075 0.372
H 3.87767 5.20418 5.89341 -0.034 0.032 0.100 0.106
H 2.34273 4.81413 7.82537 0.098 0.043 -0.081 0.388
N 0.28253 0.66239 -1.22174 -0.396 -0.465 -0.907 -0.146
C -0.97346 0.86797 -1.67515 0.931 -0.093 0.354 -0.030
C -1.45521 0.35561 -2.86912 0.206 0.025 -0.209 -0.926
C -0.59725 -0.41175 -3.64986 0.048 0.051 0.036 -0.173
C 0.70285 -0.63956 -3.21061 -0.304 0.057 -0.226 -0.459
C 1.09181 -0.08799 -2.00049 -0.419 0.522 0.684 -0.400
H -1.60349 1.47564 -1.03215 -0.004 -0.023 -0.038 0.451
H -2.47444 0.55053 -3.18287 0.074 -0.040 0.045 0.423
H -0.93882 -0.82905 -4.59264 0.010 0.040 0.094 0.392
H 1.39603 -1.23279 -3.79614 -0.036 0.021 0.150 0.459
H 2.09523 -0.24031 -1.61286 -0.051 0.020 -0.030 0.409
N 2.64124 -3.42992 -3.06647 0.214 -0.928 0.544 -0.299
C 3.53959 -3.37775 -2.05870 -0.537 0.224 -0.711 -0.299
C 3.83840 -4.45228 -1.23636 -0.164 -0.305 -0.059 -0.436
C 3.17382 -5.65414 -1.45627 0.027 0.042 0.001 -0.255
C 2.24161 -5.73858 -2.48533 0.179 0.050 0.171 -0.433
C 2.01327 -4.61054 -3.25688 0.375 0.839 0.057 -0.239
H 4.02925 -2.41753 -1.92503 0.020 -0.072 0.067 0.517
H 4.57114 -4.35432 -0.44342 -0.064 0.048 -0.080 0.382
H 3.38067 -6.51794 -0.83120 -0.027 0.092 -0.061 0.350
H 1.70651 -6.66066 -2.68207 0.027 0.091 0.001 0.362
H 1.29781 -4.62710 -4.07429 0.022 -0.037 0.072 0.350
N -4.38250 -1.70711 -2.69675 -0.316 0.074 0.891 -0.443
C -3.57981 -1.65762 -1.61111 -0.418 -0.155 -0.721 -0.709
C -4.04743 -1.54632 -0.31146 -0.224 0.033 -0.020 -0.199
C -5.42192 -1.47742 -0.11017 -0.121 0.081 0.038 0.034
C -6.27432 -1.52401 -1.20852 0.361 0.013 0.220 -0.655
C -5.71231 -1.63990 -2.46972 0.677 -0.172 -0.372 0.114
H -2.51538 -1.71154 -1.82024 -0.133 -0.030 0.114 0.631
H -3.35671 -1.51367 0.52347 -0.086 -0.054 -0.127 0.380
H -5.82566 -1.38842 0.89418 0.144 -0.076 -0.080 0.381
H -7.35012 -1.47204 -1.08520 0.069 -0.007 -0.037 0.366
H -6.33584 -1.68393 -3.35830 0.091 0.083 0.188 0.183
N -4.28808 -1.85308 2.92736 0.556 0.267 0.925 -0.278
C -3.82816 -0.59153 3.07676 -0.349 -0.827 -0.102 0.208
C -3.04917 -0.17677 4.14508 0.038 -0.158 0.189 -0.866
C -2.72363 -1.10997 5.12368 -0.005 0.010 0.007 -0.156
C -3.18406 -2.41669 4.99879 0.052 0.271 -0.036 -0.492
C -3.95424 -2.73718 3.89244 -0.272 0.505 -0.687 -0.300
H -4.11168 0.10031 2.28896 0.059 0.010 0.048 0.411
H -2.70506 0.84903 4.21271 -0.010 -0.105 -0.044 0.379
H -2.11600 -0.82158 5.97648 -0.054 -0.023 -0.123 0.376
H -2.94823 -3.16733 5.74457 -0.022 0.049 -0.086 0.350
H -4.33424 -3.74468 3.74800 0.043 0.059 0.039 0.364
N 6.44453 -1.12857 -0.96067 0.817 -0.751 -0.084 -0.329
C 6.74028 -1.92511 0.08977 -0.366 0.628 -0.635 -0.357
C 7.82818 -2.78268 0.12430 0.183 -0.013 -0.271 -0.376
C 8.66349 -2.83125 -0.98674 -0.004 0.001 -0.012 -0.179
C 8.38399 -2.02422 -2.08479 0.062 -0.173 0.256 -0.345
C 7.27461 -1.19627 -2.02407 -0.667 0.153 0.694 -0.277
H 6.05705 -1.85362 0.93104 0.049 0.022 -0.035 0.434
H 8.01928 -3.39809 0.99609 -0.033 0.067 -0.057 0.370
H 9.52525 -3.49223 -0.99691 -0.086 0.068 0.000 0.355
H 9.01518 -2.03924 -2.96606 -0.064 0.019 0.065 0.365
H 7.01650 -0.54477 -2.85428 0.034 -0.056 0.052 0.347
N -7.31148 -1.03509 -5.25685 -0.673 -0.148 -1.118 -0.329
C -6.66251 -1.39725 -6.38514 -0.266 0.251 0.836 -0.155
C -7.29325 -1.62352 -7.59804 -0.318 0.042 0.014 -0.555
C -8.67466 -1.47373 -7.65954 0.012 0.000 0.006 -0.103
C -9.37127 -1.10343 -6.51380 0.158 -0.067 -0.215 -0.552
C -8.65191 -0.89574 -5.34791 0.911 -0.065 0.155 -0.156
H -5.58630 -1.50440 -6.28540 -0.068 0.000 -0.003 0.392
H -6.72138 -1.91003 -8.47332 -0.030 0.027 0.099 0.338
H -9.20408 -1.64385 -8.59250 0.057 0.019 0.103 0.352
H -10.44810 -0.97896 -6.52871 0.097 -0.002 0.023 0.336
H -9.14974 -0.60193 -4.42805 0.001 -0.024 -0.076 0.354
```
Positions in Å, forces in eV/Å.

Results
Gap between HOMO and LUMO ... 7.37 eV
E_tot ... -5268.44529 a.u.
Charge ... -1
HOMO ... -5.4 eV
LUMO ... 1.970 eV